--- A ---
# H15NaO8

H15NaO8 as an isolated structure (ωB97M-V/def2-TZVPD, OMol25).

```
24
Properties=species:S:1:pos:R:3
Na 2.55147 -9.91905 3.94935
O 2.31795 -10.22551 6.22823
H 2.82275 -9.44042 5.93953
O 1.76861 -12.67225 5.64404
H 0.97304 -12.87040 6.13805
H 2.02190 -11.79720 5.93793
O -0.19393 -10.07957 5.46030
H -0.69813 -9.96313 6.26557
H 0.70696 -10.20713 5.75755
O 3.03039 -8.93180 1.44300
H 3.83912 -8.43533 1.31761
H 2.33195 -8.29544 1.28982
O 4.66681 -11.33646 3.80520
H 5.41366 -11.45909 3.21920
H 4.82256 -11.94917 4.52392
O 4.46336 -8.35156 4.26089
H 5.17119 -8.99005 4.34764
H 4.26200 -8.09281 5.16018
O 1.06796 -7.87636 4.13357
H 0.21782 -8.18963 4.44238
H 0.85749 -7.14852 3.54861
O 3.05443 -11.55236 0.92552
H 3.84482 -11.77102 0.43185
H 3.20990 -10.66402 1.24630
```

Results
HOMO level	-8.4	eV
Kohn-Sham gap	0.2926	hartree

Mulliken population analysis, charges in e, atoms 1 to 4: Na 0.7649; O -1.0473; H 0.0529; O -0.6786

---

--- B ---
# H15NaO8

H15NaO8 as an isolated structure (ωB97M-V/def2-TZVPD, OMol25).

```
24
Properties=species:S:1:pos:R:3
Na 2.26097 1.42028 0.87410
O 0.27016 -0.11908 -0.29070
H -0.05313 -0.37534 0.59493
O 0.85375 0.54354 -2.69179
H 0.51851 -0.11324 -3.30211
H 0.49612 0.28619 -1.84202
O -0.46198 -2.61594 -0.49863
H -0.49184 -2.87936 -1.41838
H -0.19591 -1.69673 -0.52077
O -2.10170 -1.82482 1.54843
H -1.41242 -2.32986 1.11709
H -2.48462 -1.29525 0.84903
O 0.04002 2.52461 -0.15089
H 0.03371 1.57247 -0.05274
H -0.87395 2.75469 -0.31810
O -2.32131 0.63970 -0.53537
H -1.36830 0.57597 -0.47265
H -2.49423 0.73682 -1.47180
O 3.05072 -0.69887 -0.47377
H 2.09742 -0.68400 -0.38873
H 3.37301 -0.46805 0.39748
O 0.67457 1.22621 2.74451
H 0.67122 2.06476 3.20609
H -0.08076 0.75539 3.09669
```

Results
HOMO level	-10.2	eV
Kohn-Sham gap	0.3319	hartree

Mulliken population analysis, charges in e, atoms 1 to 4: Na 0.7638; O -1.2159; H 0.1169; O -0.7031

---

Most stable one: A, least stable one: B.